Record 1
A structure of composition C25H30N6O3S2SbSeY, computed with wB97M-V/def2-TZVPD.

Computed properties:
E_LUMO (spin up / spin down): -0.002 / -0.020 Ha
HOMO (spin up / spin down): -0.230 / -0.257 Eh
Frontier orbital gap (spin up / spin down): 6.2 / 6.4 eV

Positions of all 69 atoms, in Å:
Y  -0.19  0.15  -0.29
C  4.25  -0.39  2.67
C  4.12  -1.52  1.89
C  2.90  -2.03  1.51
C  1.60  -1.45  2.03
C  1.80  0.06  2.30
C  3.08  0.48  3.04
N  0.56  -1.54  0.99
C  0.32  -2.80  0.41
C  0.23  -4.03  1.08
C  0.06  -5.22  0.38
C  -0.03  -5.24  -1.01
C  0.04  -4.04  -1.70
C  0.19  -2.85  -1.01
N  0.33  -1.60  -1.61
N  0.71  -1.52  -2.87
C  1.10  -0.26  -3.17
C  1.45  0.04  -4.51
C  1.83  1.31  -4.84
C  1.89  2.30  -3.85
C  1.55  1.95  -2.57
N  1.17  0.71  -2.21
H  5.23  -0.06  2.99
H  5.02  -2.03  1.57
H  2.83  -2.91  0.89
H  1.86  0.55  1.31
H  2.92  0.42  4.12
H  0.28  -4.08  2.15
H  0.00  -6.15  0.94
H  -0.15  -6.17  -1.54
H  -0.02  -4.00  -2.78
H  1.38  -0.76  -5.23
H  2.09  1.54  -5.87
H  2.20  3.32  -4.08
H  1.58  2.69  -1.78
C  -4.97  -0.49  -1.13
N  -4.64  0.84  -1.63
C  -5.43  1.96  -1.53
C  -4.77  2.97  -2.13
N  -3.58  2.45  -2.58
C  -2.54  3.23  -3.23
C  -3.49  1.15  -2.26
Se  -2.10  -0.03  -2.67
H  -5.97  -0.45  -0.72
H  -4.26  -0.78  -0.36
H  -4.93  -1.21  -1.95
H  -6.39  1.94  -1.05
H  -5.03  4.00  -2.26
H  -1.89  3.69  -2.48
H  -3.00  4.00  -3.84
H  -1.95  2.57  -3.86
O  -2.27  0.63  0.63
S  -2.44  2.00  1.20
O  -2.86  2.95  0.21
O  -3.11  1.99  2.47
S  -0.38  2.50  1.57
C  0.68  2.05  4.78
Sb  -0.06  0.73  3.26
C  1.27  -2.15  3.38
C  3.43  1.93  2.69
H  1.19  1.45  5.53
H  -0.19  2.51  5.24
H  1.35  2.82  4.41
H  1.76  -1.62  4.21
H  1.64  -3.17  3.41
H  0.19  -2.16  3.55
H  4.26  2.29  3.29
H  2.58  2.59  2.83
H  3.73  1.99  1.64

---

Record 2
The molecule C17H25Cl3N2O2, computed with wB97M-V/def2-TZVPD.

Computed properties:
E_LUMO: 0.020 Ha
HOMO: -0.301 Eh
Frontier orbital gap: 8.7 eV
SMILES string: CCCCCCCC(=O)N[C@H](Nc1ccccc1OC)C(Cl)(Cl)Cl
Energy above the lowest of the compared OMol25 structures with the same formula, charge and spin: 4.62 kcal per mole

Positions of all 49 atoms, in Å:
C  4.30  -3.94  0.93
C  3.02  -3.24  1.35
C  1.80  -4.15  1.18
C  0.48  -3.47  1.56
C  0.35  -3.23  3.06
C  -1.06  -2.80  3.49
C  -1.42  -1.37  3.08
C  -1.72  -1.27  1.60
O  -2.47  -2.01  1.01
N  -1.07  -0.25  0.97
C  -1.21  -0.01  -0.43
N  0.00  -0.20  -1.17
C  1.19  0.49  -0.84
C  1.85  0.29  0.36
C  3.05  0.94  0.62
C  3.61  1.77  -0.33
C  2.98  1.96  -1.55
C  1.78  1.32  -1.82
O  1.07  1.43  -2.99
C  1.58  2.26  -4.00
C  -1.84  1.41  -0.63
Cl  -2.12  1.72  -2.35
Cl  -3.40  1.50  0.23
Cl  -0.77  2.67  0.01
H  4.47  -4.83  1.53
H  5.16  -3.28  1.06
H  4.25  -4.24  -0.11
H  2.89  -2.34  0.74
H  3.11  -2.93  2.39
H  1.75  -4.46  0.14
H  1.94  -5.05  1.79
H  -0.34  -4.12  1.24
H  0.39  -2.54  1.01
H  0.60  -4.15  3.59
H  1.06  -2.46  3.38
H  -1.13  -2.88  4.58
H  -1.80  -3.48  3.05
H  -0.62  -0.68  3.37
H  -2.33  -1.08  3.61
H  -0.50  0.40  1.49
H  -1.95  -0.75  -0.79
H  -0.17  -0.12  -2.16
H  1.44  -0.38  1.09
H  3.55  0.78  1.56
H  4.54  2.28  -0.13
H  3.43  2.60  -2.29
H  0.85  2.21  -4.81
H  1.66  3.30  -3.66
H  2.55  1.91  -4.36

---

Record 3
A structure of composition C41H28BrClLuN3O7PS at a distorted geometry, computed with wB97M-V/def2-TZVPD.

Computed properties:
E_LUMO: -0.159 Ha
HOMO: -0.383 Eh
Frontier orbital gap: 6.1 eV
Net charge: +1
Energy above the lowest of the compared OMol25 structures with the same formula, charge and spin: 16.19 kcal per mole

Positions of all 84 atoms, in Å:
Lu  0.38  0.14  -0.11
Cl  3.11  4.98  4.13
C  2.43  3.56  3.42
C  1.21  3.07  3.89
C  0.67  1.92  3.35
C  1.34  1.24  2.32
O  0.83  0.09  1.88
C  2.54  1.77  1.80
C  3.27  1.15  0.72
N  2.73  0.35  -0.13
C  3.47  -0.28  -1.15
C  4.71  0.10  -1.60
C  5.38  -0.66  -2.57
C  4.81  -1.79  -3.09
C  3.53  -2.20  -2.66
C  2.90  -3.37  -3.14
C  1.66  -3.71  -2.67
C  1.02  -2.84  -1.77
N  1.55  -1.72  -1.32
C  2.84  -1.42  -1.72
C  3.10  2.91  2.41
H  0.69  3.59  4.68
H  -0.26  1.51  3.72
H  4.33  1.42  0.64
H  5.18  1.00  -1.22
H  6.36  -0.34  -2.91
H  5.34  -2.39  -3.82
H  3.41  -3.99  -3.86
H  1.15  -4.60  -2.99
H  0.02  -3.07  -1.43
H  4.04  3.30  2.06
O  -2.34  2.80  -1.31
S  -2.03  1.52  -0.76
O  -1.24  0.62  -1.66
O  -1.27  1.50  0.52
C  -3.52  0.65  -0.39
C  -4.72  1.32  -0.55
C  -5.91  0.70  -0.21
C  -5.89  -0.59  0.30
C  -4.69  -1.26  0.45
C  -3.48  -0.66  0.12
P  -1.94  -1.67  0.19
C  -2.41  -2.91  -1.06
C  -2.93  -4.16  -0.73
C  -3.33  -5.04  -1.73
C  -3.22  -4.67  -3.06
C  -2.72  -3.42  -3.40
C  -2.31  -2.55  -2.40
C  -1.97  -2.49  1.80
C  -1.18  -3.62  1.99
C  -1.06  -4.19  3.24
C  -1.72  -3.63  4.33
C  -2.49  -2.49  4.15
C  -2.62  -1.92  2.89
H  -4.71  2.33  -0.94
H  -6.85  1.21  -0.34
H  -6.81  -1.08  0.57
H  -4.69  -2.28  0.82
H  -3.04  -4.45  0.31
H  -3.73  -6.00  -1.45
H  -3.53  -5.36  -3.83
H  -2.64  -3.13  -4.43
H  -1.93  -1.57  -2.67
H  -0.65  -4.07  1.16
H  -0.45  -5.07  3.38
H  -1.63  -4.08  5.30
H  -3.00  -2.04  4.99
H  -3.21  -1.03  2.77
O  0.78  1.84  -3.67
N  0.99  1.26  -2.78
Br  1.82  8.03  2.25
C  1.86  6.50  1.16
C  0.71  5.72  1.04
C  0.73  4.60  0.23
C  1.89  4.27  -0.46
C  3.04  5.05  -0.33
C  3.03  6.16  0.49
C  1.95  3.06  -1.33
O  2.91  2.75  -2.01
O  0.90  2.26  -1.21
H  -0.19  6.00  1.57
H  -0.16  4.00  0.13
H  3.93  4.78  -0.87
H  3.91  6.78  0.60

---

Number 3 is which compound? C41H28BrClLuN3O7PS

---

What is the formula in the third record? C41H28BrClLuN3O7PS